Entry 1:
Density functional theory data (ωB97M-V with the def2-TZVPD basis set) for a cluster of 2 separate species, C3H12N3O in total.

XYZ file:
```
19
Properties=species:S:1:pos:R:3:forces:R:3
H -1.5939 -1.0116 -0.3459 0.1 0.2 0.0
H 1.1113 -2.3688 -1.3135 0.0 0.2 0.1
N 0.8880 3.1130 1.9381 -0.1 0.0 0.1
H 0.0785 3.5033 2.4145 0.2 0.0 -0.1
O -0.4697 1.4719 0.7915 -0.2 0.2 0.1
H 0.1207 3.2842 0.0240 0.1 0.2 0.0
H 1.2795 2.4118 2.5542 0.1 0.0 0.0
H -0.5887 -3.0150 -2.2721 0.1 0.1 -0.1
H -1.9670 -2.1394 -2.4828 0.0 -0.1 0.0
H 2.2276 -1.0238 0.2772 0.0 0.1 -0.1
H 0.8065 -0.1847 0.6788 0.1 0.0 -0.2
C 0.5021 2.5150 0.6939 -0.1 -0.1 -0.1
H -1.9389 -3.3766 -1.3840 0.2 -0.1 -0.1
N -1.3920 -2.6008 -1.7761 -0.2 0.0 0.3
H 1.3576 2.0364 0.2241 0.2 0.1 0.0
H -1.3163 1.8974 0.9651 -0.1 -0.2 0.0
C 0.5198 -1.8154 -0.5651 0.3 -0.4 -0.1
N 1.2298 -1.0498 0.3759 -0.2 -0.2 0.4
C -0.8551 -1.6472 -0.7978 -0.2 0.1 -0.1
```
Positions in Å, forces in eV/Å.

Output
frontier orbital gap (spin up / spin down)	0.1243 / 0.2621	hartree
spin multiplicity	2
net charge	0
<S²>	0.75

---

Entry 2:
Density functional theory data (ωB97M-V with the def2-TZVPD basis set) for the ion C9H11N2 with charge +1 in a non-equilibrium geometry.

XYZ file:
```
22
Properties=species:S:1:pos:R:3:forces:R:3
H 4.3291 0.7098 0.2418 1.4 0.6 0.1
H 2.5028 2.3024 0.3286 0.4 1.2 0.5
H -1.1483 0.1212 1.8104 0.1 -1.0 -0.4
H -1.3633 -1.6442 1.2235 0.2 0.3 -0.2
H -2.7603 -0.5346 1.5009 0.8 -0.5 0.6
N -1.8196 -0.0184 -0.1063 0.6 1.6 -2.7
C 2.3399 1.2850 0.1193 -3.1 1.3 -0.6
C 1.8162 -1.3899 -0.5981 1.1 -1.6 0.9
C 3.1390 -0.9177 -0.3490 -1.7 0.0 -1.1
C 3.3496 0.4264 0.0185 0.8 -3.2 -0.4
H -3.4327 0.1437 -1.3790 0.6 0.2 0.0
C -1.4005 1.3769 -0.2483 -2.6 -0.6 -1.2
C 0.9182 -0.4224 -0.4692 -2.2 0.9 -0.1
C -1.6912 -0.6059 1.1728 -1.6 0.5 2.1
H -3.2891 -1.2332 -0.5486 -1.9 -3.2 1.9
H 0.2008 2.8566 -0.3444 -1.4 -0.8 -0.1
C -0.1607 1.7947 -0.2965 3.2 0.9 0.9
H 3.8520 -1.6111 -0.7360 1.2 -0.1 0.6
N -2.8052 -0.5318 -0.9428 2.8 3.8 -0.9
C 0.9917 0.9191 -0.1917 1.1 -1.3 -0.1
H 1.5606 -2.4843 -0.7419 0.5 1.6 -0.2
H -2.1778 2.0970 -0.5163 -0.2 -0.5 0.2
```
Positions in Å, forces in eV/Å.

Output
frontier orbital gap (spin up / spin down)	0.2313 / 0.3136	hartree
net charge	+1

---

Entry 3:
Density functional theory data (ωB97M-V with the def2-TZVPD basis set) for an isolated molecule of C2H3NO4 in a non-equilibrium geometry.

XYZ file:
```
10
Properties=species:S:1:pos:R:3:forces:R:3
H -0.8443 2.3140 0.0658 1.0 -1.6 -0.8
C -0.0954 0.6733 0.7426 -4.1 4.2 3.1
C 0.8975 -0.4303 0.4273 2.7 -2.1 7.7
O 1.7123 -0.9582 1.2967 -2.5 3.0 -3.7
O -0.8117 0.8775 1.7827 4.0 -1.6 -4.5
N 0.4719 -1.0744 -0.5888 -1.4 -3.2 -4.3
O -0.2908 1.5626 -0.3417 0.0 0.6 2.4
H 0.6847 -2.1056 -0.7244 -0.2 2.0 0.3
H -0.8646 -0.0893 -1.7097 0.5 -1.5 1.6
O -0.8596 -0.7696 -0.9505 0.0 0.3 -1.8
```
Positions in Å, forces in eV/Å.

Output
frontier orbital gap	0.3798	hartree
SMILES	O=C(O)C(=O)NO
net charge	0

---

Entry 4:
Density functional theory data (ωB97M-V with the def2-TZVPD basis set) for a structure of composition C26H25FMnN5O4.

XYZ file:
```
62
Properties=species:S:1:pos:R:3:forces:R:3
C 2.3066 -3.0614 0.1028 -0.2 -0.2 -0.1
C 5.4449 -1.3146 -7.0614 0.0 0.0 0.0
C -2.4841 1.1715 1.5922 0.0 0.0 0.0
C 4.1404 -1.8895 -4.6578 0.0 0.1 0.0
H -4.8218 4.8091 2.9851 0.0 0.0 0.0
H -4.2781 3.3414 0.7798 0.0 0.0 0.0
O 3.5242 -2.2297 -3.5194 0.0 0.0 -0.1
C -5.3184 1.5439 3.8268 0.0 0.0 0.0
O 1.3934 -0.4678 -1.1146 0.1 0.0 0.0
C 4.9827 -0.2925 -6.2688 0.0 0.0 0.0
H -0.6660 -3.8691 5.0184 0.0 0.0 0.0
N 3.1873 0.3872 -3.0553 -0.1 -0.1 0.0
N -0.4617 -1.8496 2.2657 0.0 0.0 0.0
H -5.9735 3.6142 2.3831 0.0 0.0 0.0
C 3.8413 0.5142 -4.2169 0.0 0.0 0.0
C -1.8253 1.6080 0.4238 0.0 0.0 0.0
N 3.9806 1.8250 -4.4723 0.0 0.1 0.0
H -5.5592 1.2566 1.6852 0.0 0.0 0.0
H -0.3009 1.3107 -1.0122 0.0 0.0 0.0
O 2.8901 -2.7545 -1.0272 0.0 0.0 0.1
H 4.4406 2.2049 -5.2828 0.0 0.0 0.0
H -2.9859 3.8247 1.8784 0.0 0.0 0.0
H 5.6215 -3.4460 -7.2696 0.0 0.0 0.0
C -0.2787 -0.2192 0.5097 0.0 0.0 0.0
H -6.4042 1.5176 3.8856 0.0 0.0 0.0
H -3.9116 2.9721 4.3591 0.0 0.0 0.0
O 2.5608 -4.0410 0.7551 0.1 0.1 0.0
C -4.9639 3.7548 2.7632 0.0 0.0 0.0
H 2.4010 1.8192 -1.6487 0.0 0.0 0.0
C 0.8283 -0.9498 -0.0645 0.0 -0.1 0.0
H -5.4444 3.4101 4.7738 0.0 0.0 0.0
H 5.1360 0.7282 -6.5992 0.0 0.0 0.0
C -0.2678 -2.9952 4.5249 0.0 0.0 0.0
C 4.6171 -2.9217 -5.4664 0.0 -0.1 0.0
H 3.4117 3.6366 -3.4532 0.0 0.0 0.0
C -0.7538 0.9500 -0.0987 0.0 0.0 0.0
C 0.5322 -2.5349 1.7017 0.0 0.0 0.1
H 4.4689 -3.9397 -5.1325 0.0 0.0 0.0
H 5.9496 -1.0964 -7.9917 0.0 0.0 0.0
C -0.9192 -0.6832 1.6670 0.0 0.0 0.0
H -2.0746 -2.8229 3.2417 0.0 0.0 0.0
C 5.2578 -2.6358 -6.6517 0.0 0.0 0.0
H -0.2670 -0.7996 4.7599 0.0 0.0 0.0
F -2.2837 2.6926 -0.2246 0.0 0.0 0.0
H -4.5980 0.0261 2.4799 0.0 0.0 0.0
N -3.5873 1.8439 2.1529 0.0 0.0 0.0
C 1.1999 -2.1437 0.5656 0.1 0.1 -0.1
C -4.7993 1.0922 2.4572 0.0 0.0 0.0
H -4.9022 0.9591 4.6440 0.0 0.0 0.0
C -2.0005 0.0272 2.2014 0.0 0.0 0.0
C 3.4063 2.5616 -3.4562 0.0 0.0 -0.1
H -2.4549 -0.3182 3.1180 0.0 0.0 0.0
N -4.8827 2.9733 4.0422 0.0 0.0 0.0
C -1.1118 -2.3770 3.4571 0.0 0.0 0.0
H 0.8325 -3.4591 2.1778 0.0 0.0 0.0
C -3.8929 3.2288 1.7957 0.0 0.0 0.0
C 4.3256 -0.5592 -5.0589 0.0 0.0 0.0
C 2.9124 1.6642 -2.5810 0.0 -0.1 0.0
Mn 2.7492 -1.3206 -2.1858 0.0 0.1 0.1
H 0.8050 -3.0003 4.3911 0.0 0.0 0.0
C -0.9164 -1.6652 4.7646 0.0 0.0 0.0
H -1.7584 -1.6117 5.4410 0.0 0.0 0.0
```
Positions in Å, forces in eV/Å.

Output
frontier orbital gap (spin up / spin down)	0.2531 / 0.2529	hartree
spin multiplicity	5
net charge	+2
<S²>	6.04

---

Entry 5:
Density functional theory data (ωB97M-V with the def2-TZVPD basis set) for a structure of composition C7H14OP in a non-equilibrium geometry.

XYZ file:
```
23
Properties=species:S:1:pos:R:3:forces:R:3
C -0.3743 -0.2794 1.5957 0.7 -0.9 -0.9
C 1.7278 1.3499 -0.1241 -2.1 0.6 1.9
C -2.2942 1.8961 0.0038 2.7 -3.1 2.4
H -1.9477 -2.5188 0.5040 -0.5 1.4 -1.2
H -1.3056 2.3608 0.3029 -1.6 -0.3 -0.2
H -0.7736 -0.2043 2.5654 -0.8 -0.1 0.9
H 3.4132 -1.2077 -0.2190 -1.5 0.2 0.7
H 0.7900 2.0758 0.0665 1.8 -1.9 -0.8
H 1.9651 -2.0951 -0.7280 -0.2 -0.4 -0.1
P -1.2358 -0.3117 -0.0129 1.1 3.9 2.2
C -2.2736 -1.6940 -0.2450 -2.2 -0.6 4.2
H 2.1494 1.4698 -1.1015 0.4 0.6 -0.2
H -3.0618 1.7735 0.8460 1.0 0.3 -1.8
H -2.4385 1.8915 -1.0376 -1.0 0.5 -1.0
H -2.1640 -2.0597 -1.1881 0.0 -1.0 -2.9
H -3.3855 -1.4070 -0.0023 2.1 -0.5 -0.6
H 2.3355 1.6538 0.7592 0.3 -0.3 -1.1
C 0.9463 -0.4319 1.3926 0.1 0.6 2.8
C 2.3695 -1.1046 -0.6591 1.6 -0.5 3.1
O 0.1513 -0.4466 -0.7891 -1.0 0.4 -0.8
H 2.7328 -0.7761 -1.5532 -0.1 1.1 -3.0
C 1.3706 -0.1612 0.0184 0.6 0.0 -1.6
H 1.6981 -0.4930 2.2890 -1.4 0.1 -2.0
```
Positions in Å, forces in eV/Å.

Output
frontier orbital gap	0.3494	hartree
net charge	+1

---

Entry 6:
Density functional theory data (ωB97M-V with the def2-TZVPD basis set) for a structure of composition C6H33NO15STl in a non-equilibrium geometry.

XYZ file:
```
57
Properties=species:S:1:pos:R:3:forces:R:3
H 4.4762 -0.8948 1.5658 0.2 0.2 0.1
C 3.0329 -2.6557 -2.2881 -0.1 -0.6 -1.5
C 3.6882 -1.5759 1.2445 0.4 -1.7 -0.5
S -1.2399 0.1930 -0.6244 -0.7 -1.0 0.9
H 2.2907 -0.2586 0.9923 -0.9 0.7 0.0
O -0.1651 -0.4298 2.6946 3.1 0.1 0.7
Tl -0.0224 -2.7357 0.8690 0.0 0.5 -0.4
O -1.7316 1.3774 0.0142 0.3 0.6 0.2
O -4.4046 -1.3283 0.9907 -0.3 0.0 0.4
O -3.5073 -0.4734 -3.4886 -0.3 -0.3 -0.1
C -1.3167 0.1633 3.1634 -1.9 0.2 -0.2
O -4.1192 2.2460 -0.7331 -0.4 0.5 -0.3
H -2.7794 0.0185 -3.1085 -0.1 0.1 0.1
H -3.2087 2.0181 -0.5455 0.2 -0.1 -0.1
H -0.3452 4.1928 0.3966 0.1 0.5 0.0
H -0.8999 -1.8534 -2.4284 -0.3 0.3 -0.2
N 2.3894 -1.0473 1.6155 1.2 0.0 0.4
O 0.9820 0.2799 -3.0098 1.1 0.1 -0.8
H 0.9129 0.4069 4.3556 -0.3 -1.0 0.5
H -4.9425 -1.6188 0.2542 -0.2 -0.1 -0.1
H 1.3554 1.0200 -0.0186 -0.7 -0.1 -0.2
H 2.5135 -1.3948 3.7550 -0.1 -0.4 -0.4
O -0.4026 -2.6595 -2.2904 0.5 -0.3 0.6
H -0.8981 -3.3305 -2.7600 -0.2 -0.3 -0.2
O -1.4248 0.1955 -2.0563 0.3 0.5 -1.2
O 0.1437 -0.1211 -0.2743 1.4 -0.1 0.1
H -0.5276 3.0706 -2.1319 0.3 0.4 0.5
H 0.0458 0.3168 -2.8136 -0.3 -0.3 -0.2
H 3.7118 -0.6367 -0.5984 0.3 0.6 -0.2
H 4.0648 -2.9015 -2.5390 0.2 0.1 0.2
H 3.1520 0.1136 3.2118 0.3 0.2 -0.2
H 3.8937 -2.5220 1.7454 -0.2 -0.1 0.1
H 2.7039 -1.8336 -2.9237 0.0 0.5 -0.3
H 1.4219 2.4918 0.3295 -0.6 0.8 -0.1
H -1.1920 1.8714 -2.7741 -0.1 -0.1 -0.1
H -3.7250 0.0016 -4.2907 -0.2 0.1 -0.3
O -1.0367 2.8076 -2.8987 -0.2 0.3 -0.5
O -0.1688 3.3938 -0.1001 0.7 0.6 0.0
O 1.9707 1.7168 0.2093 1.5 -0.7 0.4
H -3.5916 -1.0228 0.5883 0.2 0.0 -0.1
H 2.3967 -3.4895 -2.5848 0.0 0.0 0.2
H -1.6678 -0.3177 4.0764 0.0 -0.1 0.2
H -3.1435 3.3242 1.4565 -0.4 0.3 -0.1
O -2.9074 2.5936 2.0280 0.1 0.2 0.8
C 1.0087 0.1829 3.2931 0.8 -0.7 -0.4
H 1.0834 1.2282 2.9936 0.1 0.1 -1.1
H -2.0558 -0.0159 2.3826 -0.3 0.1 0.2
O 2.8059 -2.3539 -0.9689 0.3 -0.2 2.7
C 2.3670 -0.6147 3.0080 -2.7 1.4 0.2
H -0.8364 2.7749 0.1957 -0.4 -0.4 0.0
O -1.9868 -0.9695 -0.1656 -0.4 -1.8 1.0
H 1.3923 0.0424 -2.1783 0.1 0.1 0.3
C 3.8576 -1.6638 -0.2639 -1.2 0.9 -1.2
H 4.8456 -1.9484 -0.6258 0.0 -0.4 0.3
H -2.4392 1.9842 1.4574 -0.2 -0.2 -0.1
H -4.5785 1.4064 -0.7489 -0.4 -0.3 0.0
H -1.2414 1.2354 3.3452 0.2 0.1 -0.1
```
Positions in Å, forces in eV/Å.

Output
frontier orbital gap	0.0999	hartree
net charge	+1